(1)
A structure of composition CN4S2 at a distorted geometry. Source: OMol25; level of theory: ωB97M-V with the def2-TZVPD basis set.

The geometry in ORCA input format:
```
! RIJCOSX wB97M-V def2-TZVPD def2/J DEFGRID3
* xyz 0 1
S 1.90520 1.00154 -0.03284
S 1.89409 -1.08815 0.02336
N -1.15604 1.09761 0.03314
N 0.16377 0.70374 0.03533
N -1.17806 -1.08260 -0.06816
N -1.81855 0.02341 -0.00586
C 0.18959 -0.65556 0.01503
*
```

E_tot = -1053.38191 Eh
Strongest force on any atom = 4.9 eV/Å
LUMO = -0.044 Eh
M = 132.17 g/mol
ΔE to the lowest compared entry with this formula, charge and spin = 59.08 kJ/mol

=====

(2)
The molecule C4H7NO2 at a distorted geometry. Source: OMol25; level of theory: ωB97M-V with the def2-TZVPD basis set.

The geometry in ORCA input format:
```
! RIJCOSX wB97M-V def2-TZVPD def2/J DEFGRID3
* xyz 0 1
O -1.42627 -0.45084 0.27053
O 0.13884 -0.00715 -1.85506
N -0.12769 -2.28361 0.09635
C -0.09963 0.92561 -1.12575
C -1.27995 0.88177 -0.15917
C -0.19360 -1.04147 0.27667
C 1.01581 -0.07733 0.73084
H -2.14869 1.16551 -0.75862
H 0.81977 -2.64170 0.01757
H 0.94670 -0.17442 1.80539
H -1.20150 1.55503 0.70576
H 1.93245 -0.49628 0.31876
H 1.17893 1.02605 0.61586
H 0.48718 1.85469 -1.16179
*
```

E_tot = -361.76950 Eh
Strongest force on any atom = 1.4 eV/Å
Structure (SMILES) = [H]/N=C(\C)OCC=O
LUMO = 0.025 Eh
M = 101.10 g/mol
ΔE to the lowest compared entry with this formula, charge and spin = 292.36 kJ/mol

=====

(3)
The molecule C6H8S at a distorted geometry. Source: OMol25; level of theory: ωB97M-V with the def2-TZVPD basis set.

The geometry in ORCA input format:
```
! RIJCOSX wB97M-V def2-TZVPD def2/J DEFGRID3
* xyz 0 1
S -1.95815 0.32017 0.80750
C 1.93408 -0.07282 -0.43615
C 0.78840 -0.55525 0.46319
C -0.40353 0.31292 0.17433
C -0.03722 1.19999 -0.93047
C 1.30103 1.10450 -1.20722
C 0.31873 -2.03529 0.18839
H -0.73703 1.93041 -1.45234
H 2.81445 0.06467 0.05799
H 0.94138 -0.36711 1.57278
H 2.22811 -0.84045 -1.16894
H 1.84495 1.54555 -2.04675
H 1.18225 -2.60736 0.76596
H 0.35578 -2.30165 -0.87229
H -0.70835 -2.27107 0.71125
*
```

E_tot = -631.55097 Eh
Strongest force on any atom = 3.5 eV/Å
Structure (SMILES) = C[C@H]1CC=CC1=S
LUMO = -0.016 Eh
M = 112.20 g/mol
ΔE to the lowest compared entry with this formula, charge and spin = 105.53 kJ/mol

=====

(4)
The molecule C13H16N2O5. Source: OMol25; level of theory: ωB97M-V with the def2-TZVPD basis set.

The geometry in ORCA input format:
```
! RIJCOSX wB97M-V def2-TZVPD def2/J DEFGRID3
* xyz 0 1
O 4.34025 -0.91810 0.64515
O -2.35872 1.13444 0.68617
O -3.49660 1.96974 -1.06750
O 0.87467 2.51856 0.03445
O 0.88412 -1.43761 -1.18465
N -0.02880 0.47129 -0.38370
N 2.18364 0.42973 -1.08536
C -4.53472 -0.60437 1.32282
C 5.35758 -0.63044 1.47065
C -0.06493 1.75146 0.05394
C 3.42088 -0.20018 -1.50399
C -4.22220 -2.63422 -0.27721
C 4.45740 -0.11355 -0.43278
C -3.36872 1.12159 -0.22384
C -1.42260 2.19139 0.59535
C 6.13805 0.35286 0.94820
C -4.25437 -0.04198 -0.05423
C 5.54836 0.69422 -0.29327
C -3.69608 -1.38513 0.37713
C 1.05856 -0.27332 -0.91472
H -4.04206 -3.49443 0.36482
H 2.20056 1.39464 -0.76881
H -5.06263 -0.04581 -0.77392
H 5.41970 -1.18576 2.38536
H -1.28010 2.61012 1.59534
H 5.89183 1.43298 -0.98787
H 3.18178 -1.24538 -1.72045
H -5.54414 -0.93413 1.51548
H -4.05641 -0.12023 2.15971
H -3.71990 -2.80742 -1.22686
H -2.63314 -1.41351 0.58482
H -0.87570 -0.07812 -0.29114
H 7.01637 0.78164 1.38454
H -1.81447 2.97423 -0.06795
H -5.29134 -2.55508 -0.45784
H 3.79389 0.28988 -2.40784
*
```

E_tot = -990.71186 Eh
Strongest force on any atom = 0.9 eV/Å
Structure (SMILES) = C[C@@H]1C[C@H]1C(=O)OCC(=O)NC(=O)NCc1ccco1
LUMO = 0.027 Eh
M = 280.28 g/mol
ΔE to the lowest compared entry with this formula, charge and spin = 159.29 kJ/mol

=====

Q: E_tot of number 3 (C6H8S)?
A: -631.55097 Eh